C10H13NPPtS as an isolated structure in a non-equilibrium geometry, computed with wB97M-V/def2-TZVPD.

Each line ends with the Löwdin charge.
Atoms and positions in Å:
C (0.559, 0.096, -3.425)  -0.207
C (-0.611, -0.766, -3.570)  -0.069
C (-0.344, -2.023, -2.958)  -0.096
C (1.041, -2.073, -2.570)  -0.142
C (1.633, -0.770, -2.775)  -0.164
Pt (0.285, 0.266, -1.123)  0.583
P (-0.353, 2.247, -0.710)  0.560
H (0.763, 0.998, -3.990)  0.102
H (-1.544, -0.430, -4.020)  0.117
H (-1.080, -2.769, -2.737)  0.109
H (2.682, -0.539, -2.814)  0.105
H (1.582, -2.904, -2.115)  0.115
H (-1.365, 2.305, 0.288)  -0.065
H (-0.827, 2.876, -1.893)  -0.077
H (0.858, 2.866, -0.295)  -0.072
S (-0.043, -1.564, 0.323)  0.719
C (-0.055, -0.710, 1.814)  -0.731
N (-1.168, -0.880, 2.626)  -0.002
C (-1.406, -0.108, 3.711)  -0.081
C (-0.492, 0.876, 4.067)  -0.051
C (0.688, 1.029, 3.327)  -0.102
C (0.913, 0.212, 2.205)  -0.120
H (-1.873, -1.547, 2.302)  0.141
H (-2.329, -0.313, 4.253)  0.129
H (-0.688, 1.508, 4.918)  0.114
H (1.410, 1.772, 3.607)  0.094
H (1.766, 0.346, 1.554)  0.093

Orbital gap (alpha / beta), eV: 6.09 / 5.86
2S+1: 5
E, eV: -35429.8238
Total charge: +1
Expectation value of S²: 6.03